No. 1
68
Properties=species:S:1:pos:R:3 method="wB97M-V/def2-TZVPD" orbital_gap_ha="0.271 / 0.283" multiplicity=2 total_charge=+1 fmax_ev_per_a=1.9 s2=0.754
C 0.226 1.152 3.330
C 0.675 1.746 1.991
C 1.901 2.628 2.318
C -0.474 2.636 1.440
C -0.783 2.536 -0.073
P 0.202 3.778 -1.057
N 0.034 3.706 -2.583
O 1.723 3.526 -0.599
O -0.135 5.237 -0.512
S -2.527 2.990 -0.293
O -2.786 4.191 0.443
O -2.893 3.001 -1.675
C -3.548 1.600 0.445
F -3.736 0.680 -0.530
F -2.958 1.039 1.516
C -4.940 2.132 0.870
F -5.475 2.822 -0.155
F -4.814 2.958 1.934
C -5.926 0.970 1.258
F -5.287 -0.197 1.433
F -6.813 0.813 0.258
C -6.748 1.251 2.543
F -7.437 2.391 2.436
F -5.944 1.271 3.630
F -7.618 0.225 2.679
C -0.556 1.146 -0.724
C 0.159 0.103 0.143
C 0.944 -0.783 -0.850
C -0.817 -0.812 0.886
N 1.149 0.728 1.033
O 1.989 -0.091 1.523
H -0.821 0.880 3.351
H 0.850 0.325 3.636
H 0.347 1.931 4.074
H 1.602 3.577 2.741
H 2.560 2.728 1.472
H 2.469 2.116 3.087
H -1.354 2.466 2.043
H -0.209 3.664 1.637
H -0.654 3.032 -2.884
H 2.233 4.255 -0.970
H 0.198 5.340 0.387
H -1.455 0.723 -1.148
H 0.103 1.329 -1.562
H 1.981 -0.484 -0.915
H 0.929 -1.817 -0.534
H 0.511 -0.716 -1.840
H -1.637 -1.030 0.210
H -1.254 -0.374 1.769
H -0.371 -1.764 1.131
C 3.826 -6.107 -2.683
C 3.687 -5.323 -1.388
C 2.833 -4.060 -1.495
O 3.552 -3.052 -2.171
C 3.239 -2.865 -3.559
N 5.050 -4.833 -0.970
H 4.407 -5.563 -3.429
H 4.323 -7.063 -2.510
H 2.845 -6.318 -3.101
H 3.317 -5.973 -0.596
H 2.636 -3.677 -0.489
H 1.869 -4.269 -1.959
H 2.204 -3.134 -3.771
H 3.909 -3.449 -4.192
H 3.381 -1.811 -3.785
H 5.778 -5.538 -1.079
H 5.058 -4.500 -0.004
H 5.267 -4.017 -1.562

***

No. 2
64
Properties=species:S:1:pos:R:3 method="wB97M-V/def2-TZVPD" orbital_gap_ha="0.267 / 0.265" multiplicity=5 total_charge=-1 fmax_ev_per_a=1.6 s2=6.009
Fe 0.100 -0.456 -0.033
O -3.174 0.112 0.001
S -2.350 0.078 1.215
O -3.132 0.264 2.426
O -1.296 1.192 1.164
O -1.528 -1.173 1.241
C 4.793 -0.732 -0.891
C 3.311 -0.771 -0.695
N 2.636 0.225 -0.274
O 3.379 1.374 -0.062
C 2.568 -2.023 -0.967
C 3.260 -3.321 -1.239
N 1.284 -1.901 -0.960
O 0.455 -2.885 -1.085
H 5.175 0.257 -0.651
H 5.043 -0.978 -1.926
H 5.273 -1.470 -0.244
H 2.638 2.023 -0.088
H 3.899 -3.615 -0.401
H 3.876 -3.263 -2.141
H 2.496 -4.085 -1.382
N 1.448 1.104 2.845
C 0.966 -0.172 2.845
O 1.303 -0.961 1.973
C 0.089 -0.512 4.043
I -0.081 -2.602 4.360
H 1.836 1.384 1.949
H 0.861 1.798 3.282
H -0.924 -0.151 3.874
H 0.497 -0.077 4.949
C -2.484 3.175 -0.583
P -0.765 3.115 -0.033
C -0.608 3.732 1.678
C -0.253 4.724 -0.804
O 0.244 2.163 -0.643
H -2.995 3.925 0.026
H -2.979 2.218 -0.471
H -2.496 3.489 -1.627
H -1.110 4.702 1.710
H 0.449 3.885 1.906
H -1.074 3.061 2.395
H -0.969 5.521 -0.586
H -0.182 4.598 -1.888
H 0.733 5.023 -0.437
C -2.506 0.532 -2.991
P -1.478 -0.632 -1.999
C -2.517 -2.129 -2.046
C -0.252 -0.933 -3.355
C 0.766 0.020 -3.460
C 1.797 -0.128 -4.377
C 1.831 -1.244 -5.204
C 0.821 -2.193 -5.115
C -0.213 -2.037 -4.199
H -2.755 0.068 -3.945
H -1.951 1.452 -3.179
H -3.414 0.761 -2.431
H -2.897 -2.309 -3.052
H -3.343 -1.966 -1.355
H -1.913 -2.966 -1.697
H 0.759 0.874 -2.785
H 2.584 0.616 -4.429
H 2.647 -1.379 -5.905
H 0.844 -3.068 -5.757
H -0.973 -2.806 -4.125

***

No. 3
54
Properties=species:S:1:pos:R:3 method="wB97M-V/def2-TZVPD" orbital_gap_ha=0.253 multiplicity=1 fmax_ev_per_a=3.6
P 1.342 -1.629 -5.191
P 1.570 1.684 -4.772
C 0.926 -0.398 -6.516
C 1.735 0.895 -6.436
H -0.164 -0.239 -6.441
H 1.101 -0.922 -7.466
H 2.808 0.754 -6.659
H 1.322 1.637 -7.138
C -0.180 2.190 -4.935
H -0.610 2.511 -3.980
H -0.798 1.384 -5.351
H -0.180 3.029 -5.649
C 2.556 3.163 -5.036
H 2.035 3.758 -5.801
H 3.558 2.879 -5.388
H 2.624 3.712 -4.087
C 0.032 -2.801 -5.656
H 0.019 -3.650 -4.962
H 0.252 -3.151 -6.677
H -0.944 -2.288 -5.655
C 2.819 -2.351 -5.983
H 3.616 -1.603 -6.085
H 2.508 -2.691 -6.981
H 3.160 -3.210 -5.391
Sn 2.498 -0.128 -3.345
C -2.360 1.871 -2.202
C -3.336 1.671 -3.120
C -4.125 0.412 -3.347
C -4.110 -0.418 -2.027
C -3.269 -1.660 -2.128
C -1.974 -1.556 -2.463
C -1.253 -0.255 -2.820
C -1.301 0.898 -1.774
C 2.457 -1.427 -1.557
H -2.385 2.840 -1.664
H -3.606 2.484 -3.795
H -3.781 -0.185 -4.219
H -5.178 0.685 -3.559
H -3.648 0.197 -1.240
H -5.136 -0.651 -1.715
H -3.776 -2.630 -1.990
H -1.304 -2.431 -2.513
H -1.635 0.107 -3.795
H -0.182 -0.488 -2.994
H -1.439 0.580 -0.721
H -0.347 1.468 -1.841
H 3.227 -0.930 -0.897
H 2.810 -2.401 -1.910
H 1.455 -1.420 -1.097
N 2.635 1.430 -1.258
C 2.283 1.573 -0.125
N 2.004 1.920 1.094
C 1.058 1.427 1.861
N 0.231 1.055 2.626

***

No. 4
58
Properties=species:S:1:pos:R:3 method="wB97M-V/def2-TZVPD" smiles="CC(=O)N(C)c1ccc2nsnc2c1S.COC[C@@H](C)N.COC[C@@H](C)N" orbital_gap_ha=0.253 multiplicity=1 fmax_ev_per_a=5.7
C 1.118 -1.149 0.673
C 0.120 -2.356 0.997
O -0.930 -2.441 0.280
N 0.296 -3.380 2.048
C -0.474 -3.074 3.297
C 1.728 -3.637 2.297
C 2.514 -2.964 3.520
C 4.019 -3.283 3.634
C 4.718 -4.204 2.580
N 6.106 -4.618 2.463
S 6.306 -5.651 1.096
N 4.720 -5.747 0.453
C 3.988 -4.910 1.372
C 2.434 -4.582 1.257
S 1.552 -5.349 -0.189
H 0.696 -0.193 1.137
H 1.102 -0.988 -0.473
H 2.209 -1.331 0.956
H -0.645 -1.937 3.358
H -1.521 -3.554 3.156
H -0.045 -3.533 4.249
H 1.949 -2.276 4.253
H 4.616 -2.812 4.480
H 0.465 -6.095 0.255
C 2.096 1.405 -4.687
O 1.509 2.694 -4.607
C 0.086 2.696 -4.566
C -0.516 2.352 -3.187
C -0.437 0.871 -2.831
N 0.112 3.137 -2.115
H 1.497 0.718 -5.292
H 2.249 1.001 -3.685
H 3.080 1.509 -5.151
H -0.213 3.719 -4.818
H -0.322 2.052 -5.355
H -1.580 2.616 -3.223
H 0.554 0.569 -2.490
H -1.127 0.641 -2.015
H -0.712 0.244 -3.682
H -0.044 4.126 -2.301
H 1.123 3.029 -2.215
C -2.505 1.956 2.626
O -1.814 2.104 1.396
C -2.617 1.899 0.237
C -3.516 3.096 -0.140
C -4.735 3.261 0.763
N -2.758 4.354 -0.154
H -3.266 1.171 2.578
H -2.953 2.907 2.920
H -1.776 1.687 3.394
H -1.911 1.738 -0.583
H -3.198 0.972 0.331
H -3.890 2.913 -1.154
H -4.494 3.723 1.721
H -5.474 3.909 0.284
H -5.216 2.299 0.958
H -2.012 4.278 -0.843
H -2.260 4.417 0.735